Entry from OMol25: C12H10N10Re as an isolated structure in a non-equilibrium geometry (ωB97M-V/def2-TZVPD).

Last column: Mulliken spin population.
CARTESIAN COORDINATES (ANGSTROEM)
Re  -0.111992  -0.290506  0.175034  2.927
N  -2.775295  -2.943835  -1.712704  0.007
C  -1.701407  -2.853246  -0.957642  -0.004
N  -1.450247  -1.530735  -0.794469  0.008
C  -2.469149  -0.887490  -1.516276  -0.021
N  -3.262300  -1.738168  -2.066859  0.002
C  -2.472318  0.557167  -1.518595  -0.013
C  -3.398140  1.388518  -2.162686  -0.007
N  -3.255251  2.693448  -2.058079  0.015
C  -2.286053  3.257307  -1.373447  -0.012
C  -1.345048  2.441770  -0.713009  0.013
N  -1.461712  1.113462  -0.805207  0.018
H  -3.247297  -3.792241  -2.038756  0.000
H  -1.142321  -3.687742  -0.553855  -0.004
H  -4.223712  0.982675  -2.742542  -0.001
H  -2.227906  4.341290  -1.330755  -0.001
H  -0.535056  2.879606  -0.137796  0.009
N  0.976918  -0.125968  4.217798  0.012
C  -0.029594  -0.115486  3.370292  0.004
N  0.508973  -0.096286  2.126065  0.029
C  1.899554  -0.105764  2.343518  0.000
N  2.174476  -0.123336  3.599701  0.003
C  2.745968  -0.106429  1.172330  -0.019
C  4.145425  -0.121638  1.133923  -0.006
N  4.744481  -0.152928  -0.039411  0.015
C  4.093975  -0.142978  -1.181468  -0.012
C  2.684710  -0.116947  -1.166664  0.007
N  2.046982  -0.113211  0.008740  0.025
H  0.935272  -0.132431  5.240982  0.000
H  -1.076980  -0.114135  3.644362  -0.003
H  4.741953  -0.114388  2.042898  -0.001
H  4.654323  -0.156355  -2.111740  -0.001
H  2.118779  -0.093002  -2.093687  0.010

Cartesian forces, eV/Å:
0.1 0.6 -0.2
0.5 -0.1 0.4
-0.4 -0.5 -0.3
0.9 1.1 0.6
0.0 -0.4 0.0
-0.2 0.4 -0.2
-0.7 0.4 -0.5
0.7 -0.7 0.5
-0.7 0.8 -0.5
0.3 -0.7 0.2
0.1 0.7 0.0
0.9 -1.2 0.7
0.0 0.0 0.0
0.0 0.0 0.0
0.0 0.0 0.0
0.0 0.0 0.0
0.0 -0.1 0.0
-0.6 0.0 -0.3
0.1 0.0 0.7
-0.3 -0.2 -1.4
-0.3 0.0 0.4
0.5 0.0 -0.1
0.8 0.0 0.1
-1.1 0.0 0.1
1.1 0.0 -0.2
-0.7 0.0 0.4
0.3 0.0 -0.6
-1.5 -0.1 0.2
0.0 0.0 0.0
0.0 0.0 0.0
0.0 0.0 0.0
0.0 0.0 0.0
-0.1 0.0 0.1

Values from the calculation:
Kohn-Sham gap (spin up / spin down) = 5.7 / 5.1 eV
LUMO level (spin up / spin down) = -17.38 / -17.94 eV
multiplicity = 4
charge = +4
HOMO energy (spin up / spin down) = -23.0 / -23.0 eV
<S²> = 3.79



Entry from OMol25: C12H10N2O2 as an isolated structure in a non-equilibrium geometry (ωB97M-V/def2-TZVPD).

Last column: Mulliken charge in e.
CARTESIAN COORDINATES (ANGSTROEM)
O  1.773600  0.925093  4.667321  -0.626
O  -1.216076  0.029753  4.704544  -0.622
C  1.238958  -0.009224  4.055908  0.548
C  -0.220552  -0.345361  4.058494  0.130
C  1.294210  -0.377679  2.652193  -0.047
C  -0.056993  -0.655583  2.608270  0.313
C  1.933270  0.536479  -0.803582  -0.778
C  1.275360  0.599672  -2.021979  -0.976
C  1.296817  0.051545  0.326549  0.420
C  -0.111773  -0.243447  0.251668  0.227
C  -0.060709  0.210608  -2.155173  0.794
C  -0.783476  -0.172434  -0.975449  0.931
N  2.001582  -0.025309  1.526750  -0.258
N  -0.801421  -0.630507  1.438088  -0.249
C  -0.705329  0.238323  -3.507383  -1.607
C  -2.202282  -0.604659  -1.107494  -1.697
H  2.984533  0.802578  -0.756955  0.341
H  1.819293  0.912233  -2.906969  0.345
H  2.837233  0.532401  1.646749  0.260
H  -1.811388  -0.410258  1.484415  0.306
H  -0.141372  0.829454  -4.200913  0.415
H  -1.699378  0.704986  -3.512088  0.357
H  -0.875540  -0.749378  -3.967232  0.336
H  -2.358618  -1.137140  -2.084975  0.365
H  -2.902305  0.246054  -1.147093  0.336
H  -2.507643  -1.258200  -0.273664  0.437

Cartesian forces, eV/Å:
-0.1 -2.4 -0.8
2.8 -1.4 -1.4
1.0 3.7 1.5
-4.0 0.8 0.8
-0.4 -0.1 -1.7
0.0 0.1 -0.7
0.0 -0.5 0.2
-0.8 -0.3 -0.3
-1.4 0.6 -1.2
1.1 0.2 -0.5
0.3 0.2 1.1
1.3 -0.1 -0.6
0.2 -0.5 1.8
-0.4 0.1 1.0
-1.1 -0.2 -0.1
-0.9 -0.4 -0.6
-0.1 0.0 0.1
0.0 0.0 0.1
-0.1 -0.2 -0.1
1.2 -0.3 0.2
0.6 0.2 -0.3
0.1 0.0 0.3
0.3 0.1 0.3
0.2 0.3 1.1
0.2 -0.1 0.1
0.0 0.1 -0.5

Values from the calculation:
Kohn-Sham gap = 7.8 eV
LUMO level = 0.07 eV
HOMO energy = -7.7 eV



Entry from OMol25: C12H10N5O2PdS2 as an isolated structure (ωB97M-V/def2-TZVPD).

Last column: Mulliken charge in e.
CARTESIAN COORDINATES (ANGSTROEM)
Pd  0.000164  -0.497698  -0.084270  1.073
O  -0.473144  -1.582406  -3.876598  -0.595
C  -0.325828  -1.036045  -2.818104  0.443
O  -0.355470  -1.632148  -1.647988  -0.777
C  -0.173436  0.465715  -2.726133  0.434
C  -0.306028  1.252076  -3.850792  -0.530
C  -0.306985  2.629572  -3.704645  -0.221
C  -0.205877  3.164405  -2.430688  -0.827
C  -0.057962  2.313639  -1.350584  -0.138
N  -0.002973  0.985436  -1.495290  -0.190
H  -0.430564  0.759263  -4.804752  0.482
H  -0.413862  3.275407  -4.565533  0.439
H  -0.247458  4.230967  -2.263170  0.397
H  0.008581  2.698412  -0.345972  0.520
N  2.318809  1.968450  1.029300  -0.422
C  1.587990  1.296156  1.944719  0.522
N  0.709907  0.358943  1.661801  -0.155
C  0.261717  -0.274700  2.826316  -0.171
C  0.688552  0.285324  3.971278  -0.269
S  1.756833  1.595722  3.632385  -0.158
C  -0.464044  -1.516894  2.598398  -0.335
C  -1.003266  -2.394148  3.460773  -0.115
S  -1.629800  -3.759460  2.607403  -0.167
C  -1.137700  -3.062335  1.103211  0.651
N  -0.535272  -1.892896  1.261887  -0.341
N  -1.385829  -3.628703  -0.073263  -0.311
H  2.431245  1.544773  0.122324  0.201
H  3.080243  2.544332  1.345711  0.240
H  0.493760  -0.023123  4.983917  0.427
H  -1.055085  -2.341878  4.534536  0.430
H  -1.764111  -4.557476  -0.124355  0.184
H  -1.063108  -3.168679  -0.921823  0.278

Cartesian forces, eV/Å:
0.2 0.3 0.4
0.1 -0.1 0.0
-0.2 0.1 0.0
-0.2 0.0 -0.1
0.1 0.0 0.0
0.0 0.0 0.0
0.0 0.0 0.0
0.0 0.0 0.0
0.1 0.0 0.0
0.0 -0.1 -0.3
0.0 0.0 0.0
0.0 0.0 0.0
0.0 0.0 0.0
0.1 0.0 0.1
-0.2 0.1 -0.1
0.0 0.0 0.0
0.0 0.0 0.0
0.0 0.0 0.0
0.0 0.0 0.0
0.0 0.0 0.0
0.0 0.1 0.0
0.0 0.0 0.0
0.0 0.0 0.0
0.0 0.1 0.0
0.0 -0.4 -0.1
0.1 -0.1 0.0
0.0 0.0 0.0
0.0 0.0 0.0
0.0 0.0 0.0
0.0 0.0 0.0
0.0 0.0 0.0
0.0 0.0 0.0

Values from the calculation:
Kohn-Sham gap = 8.1 eV
LUMO level = -3.23 eV
charge = +1
HOMO energy = -11.4 eV



Entry from OMol25: the molecule C12H11BN2O3 in a non-equilibrium geometry (ωB97M-V/def2-TZVPD).

Last column: Mulliken charge in e.
CARTESIAN COORDINATES (ANGSTROEM)
O  1.722330  -3.879897  3.883598  -0.657
B  1.204276  -2.758969  3.232498  0.668
O  1.130059  -1.532791  3.920015  -0.582
C  0.971700  -2.711763  1.689668  0.281
C  1.269344  -3.595978  0.678284  -0.618
C  0.958459  -3.299652  -0.635977  -0.706
C  0.406215  -2.058561  -0.957052  -0.309
C  0.198087  -1.109475  0.050742  -0.023
N  -0.275154  0.173520  -0.223399  -0.267
N  -0.351141  0.640199  -1.354253  -0.298
C  -0.721613  1.940911  -1.582241  0.482
C  -1.096388  2.266941  -2.868642  -0.513
C  -1.708699  3.480626  -3.093498  -0.542
C  -1.822826  4.401763  -2.047156  -0.429
C  -1.299142  4.161711  -0.817997  -0.621
C  -0.787963  2.907852  -0.531184  0.614
O  -0.376126  2.618341  0.760061  -0.597
C  0.461440  -1.466574  1.379841  -0.025
H  1.933301  -4.662039  3.350363  0.306
H  1.513920  -1.661820  4.788000  0.300
H  1.635071  -4.593617  0.921386  0.218
H  1.228506  -3.968204  -1.443073  0.367
H  0.220787  -1.746112  -1.969795  0.445
H  -0.999167  1.501431  -3.632011  0.403
H  -2.128564  3.730795  -4.062196  0.349
H  -2.210334  5.388378  -2.258251  0.352
H  -1.380411  4.904692  -0.047047  0.404
H  -0.002488  1.710625  0.688709  0.464
H  0.306522  -0.782331  2.180609  0.536

Cartesian forces, eV/Å:
-0.3 0.6 0.0
1.6 -0.5 0.4
0.0 -1.8 -0.4
-0.4 1.1 1.0
-0.4 -1.2 0.0
0.1 0.7 -0.5
0.5 0.1 0.5
0.0 -1.5 -0.7
0.1 2.0 2.4
0.8 -2.4 -2.2
-0.1 0.9 2.1
-0.7 0.1 -0.4
-0.2 0.3 -0.2
0.2 0.4 -1.5
0.0 -0.3 1.0
0.4 -0.8 0.9
-0.2 0.4 -1.9
-0.4 0.6 -1.8
-0.3 0.6 0.1
0.0 0.1 0.4
0.2 0.2 -0.1
-0.2 -0.2 0.1
-0.1 -0.2 -0.3
0.0 0.1 0.0
0.2 -0.1 0.0
-0.3 0.0 0.0
0.1 0.1 0.3
-0.5 0.0 0.4
-0.3 0.6 0.1

Values from the calculation:
Kohn-Sham gap = 7.8 eV
LUMO level = -0.58 eV
structure (SMILES) = OB(O)c1cccc(/N=N/c2ccccc2O)c1
HOMO energy = -8.4 eV



Which molar mass belongs to each record? In order, 480.5, 214.2, 426.8, 242.0 u.